[1]
This record from the OMol25 dataset describes a structure of composition C48H58Br2N3O2P2TeTi. The level of theory is ωB97M-V/def2-TZVPD.

## Properties
**Spin multiplicity**: 1
**F_max**: 0.0158 hartree/bohr
**Total charge**: +1

Structure (XYZ):
```
117
C48H58Br2N3O2P2TeTi | the OMol25 dataset | ωB97M-V/def2-TZVPD
Ti -1.48834 -0.75210 -0.05279
O 0.70639 0.19654 5.37051
C -0.63822 0.30651 5.16000
C -1.44686 0.39112 6.28625
C -2.81697 0.52081 6.14522
C -3.39589 0.55755 4.88249
C -2.58303 0.46163 3.76774
C -1.20775 0.34457 3.88603
C -0.33117 0.18700 2.66634
O -1.03829 0.12971 1.46849
N 0.68119 1.24086 2.69769
N 1.25462 1.65023 1.52760
C 2.08888 2.60337 1.64084
C 2.78224 3.18663 0.48704
Br 1.73739 3.41941 -1.07923
C 4.03277 3.64522 0.51247
C 4.95346 3.48016 1.64974
C 5.81721 4.52407 1.98452
C 6.68796 4.40207 3.05365
C 6.72261 3.22710 3.79311
C 5.88935 2.17250 3.45153
C 5.01129 2.29502 2.38513
H 1.18820 0.21966 4.53400
H -0.98196 0.35362 7.26210
H -3.43744 0.58565 7.02914
H -4.46903 0.64138 4.77283
H -2.99104 0.43640 2.77108
H 0.18231 -0.78221 2.77363
H 0.45623 1.98782 3.34571
H 2.34127 3.03511 2.61260
H 4.40711 4.18910 -0.34724
H 5.79565 5.43989 1.40628
H 7.34474 5.22283 3.30908
H 7.40791 3.13055 4.62459
H 5.93297 1.24660 4.00992
H 4.39026 1.45458 2.09773
C -5.56778 -0.37980 1.14979
C -4.91152 0.97062 0.87467
C -5.97801 2.01957 0.54794
P -3.55948 0.83883 -0.38811
C -3.09219 2.58435 -0.72534
C -2.14036 2.67155 -1.90667
C -2.46906 3.20181 0.52917
C -4.26444 0.13487 -1.88216
C -5.35056 0.65533 -2.58185
C -5.82351 0.02557 -3.71982
C -5.19170 -1.13130 -4.16091
C -4.09346 -1.64903 -3.49692
C -3.60414 -1.01560 -2.34945
N -2.44540 -1.39887 -1.68381
C -1.72479 -2.55533 -2.08077
C -2.26795 -3.83809 -2.06283
C -1.49840 -4.90853 -2.48179
C -0.18872 -4.70911 -2.90809
C 0.36791 -3.44021 -2.88765
C -0.38672 -2.35535 -2.45056
P 0.07833 -0.60094 -2.28952
C 1.87854 -0.24458 -2.48165
C 2.62880 -0.91955 -3.62912
C 2.66525 -0.32351 -1.17790
C -0.70741 0.11846 -3.83112
C -0.84072 -0.87799 -4.98560
C -0.02431 1.39471 -4.32275
H -6.37466 -0.24354 1.87156
H -4.86669 -1.10323 1.55581
H -6.00217 -0.79748 0.23903
H -4.40130 1.30633 1.77764
H -6.60716 1.70751 -0.28479
H -5.57004 3.00705 0.33699
H -6.62994 2.11853 1.41740
H -4.01225 3.11325 -0.98668
H -1.24401 2.07811 -1.71632
H -1.82420 3.70612 -2.05348
H -2.60701 2.32538 -2.82916
H -1.51600 2.71813 0.75621
H -3.10908 3.12291 1.40885
H -2.27401 4.26132 0.35613
H -5.82510 1.56658 -2.24341
H -6.67021 0.42880 -4.25724
H -5.55239 -1.63480 -5.04871
H -3.60874 -2.53593 -3.88062
H -3.28442 -3.97882 -1.71965
H -1.91914 -5.90528 -2.48012
H 0.39860 -5.54720 -3.25955
H 1.38121 -3.29996 -3.23292
H 1.80043 0.82236 -2.71502
H 2.87075 -1.95641 -3.39517
H 3.57867 -0.40251 -3.77879
H 2.08677 -0.89641 -4.57279
H 2.87710 -1.35109 -0.88463
H 2.12828 0.17361 -0.36986
H 3.62728 0.17732 -1.31118
H -1.71926 0.36449 -3.50571
H 0.12597 -1.24965 -5.32710
H -1.31651 -0.37198 -5.82805
H -1.45644 -1.73653 -4.72487
H 0.92345 1.17023 -4.81532
H 0.17308 2.11577 -3.53166
H -0.66572 1.87960 -5.06050
Br -2.61436 -2.52045 1.22491
C 2.33424 -3.67521 -0.22861
Te 0.82157 -2.78081 0.98849
C 2.45047 -1.77281 1.94172
C 3.68596 -2.54824 1.56038
C 4.88658 -2.34666 2.23561
C 6.02151 -3.05389 1.87853
C 5.96340 -3.97721 0.84214
C 4.77138 -4.18615 0.17004
C 3.62759 -3.47410 0.52192
H 2.35939 -3.19799 -1.20545
H 2.08756 -4.72582 -0.36845
H 2.28443 -1.78419 3.01838
H 2.49149 -0.73745 1.60629
H 4.92405 -1.63920 3.05553
H 6.94817 -2.89670 2.41428
H 6.84446 -4.54107 0.56661
H 4.72275 -4.91346 -0.63162
```



[2]
This record from the OMol25 dataset describes the molecule C6H11N. The level of theory is ωB97M-V/def2-TZVPD.

## Properties
**Spin multiplicity**: 1
**F_max**: 0.0853 hartree/bohr
**SMILES**: C=C/C(N)=C/CC

Structure (XYZ):
```
18
C6H11N | the OMol25 dataset | ωB97M-V/def2-TZVPD
C -1.77133 2.04863 0.76967
C -0.59656 1.70603 1.24259
C 0.35421 0.64460 0.67676
N 1.73203 1.10529 0.82002
C -0.17405 -0.59739 0.30375
C 0.54938 -1.75632 -0.27357
C 0.04389 -1.71944 -1.78499
H -2.33824 2.86551 1.16968
H -2.42679 1.93959 -0.08094
H -0.13005 2.13145 2.07880
H 2.39978 0.33493 1.04537
H 1.88886 1.64508 -0.02601
H -1.36583 -0.40431 0.24673
H 1.66767 -1.87695 -0.10006
H 0.42006 -2.77722 0.06362
H 0.83052 -1.88979 -2.42702
H -0.66265 -2.65432 -1.65693
H -0.42090 -0.74537 -2.06748
```



[3]
This record from the OMol25 dataset describes a cluster of 2 separate species, C4H8NO2 in total. The level of theory is ωB97M-V/def2-TZVPD.

## Properties
**Spin multiplicity**: 1
**F_max**: 0.0958 hartree/bohr
**Total charge**: +1

Structure (XYZ):
```
15
C4H8NO2 | the OMol25 dataset | ωB97M-V/def2-TZVPD
C -4.07457 0.20898 -0.07565
C -0.38863 1.18526 -0.14193
C -0.17276 -1.47483 0.03834
C 1.08078 0.99245 0.12643
N 0.09215 -0.04559 0.57678
O -5.16830 -0.03930 0.04826
O -2.94035 0.21072 -0.22322
H -0.82655 0.76523 -1.13233
H -0.57782 -1.43315 -0.91223
H 0.79720 -2.04807 0.23655
H -0.75959 -2.02758 0.67427
H -0.81753 2.02203 0.34687
H 1.50275 1.68313 0.77214
H 1.74485 0.50956 -0.58280
H -0.02069 -0.02886 1.52449
```



[4]
This record from the OMol25 dataset describes a cluster of 3 separate species, C3H12O2S2 in total. The level of theory is ωB97M-V/def2-TZVPD.

## Properties
**Spin multiplicity**: 1
**F_max**: 0.0659 hartree/bohr
**SMILES**: CCSSC.O.O

Structure (XYZ):
```
19
C3H12O2S2 | the OMol25 dataset | ωB97M-V/def2-TZVPD
C -1.77245 3.07997 -2.08139
C -0.28006 3.18900 -1.70220
S 0.93666 1.76493 -2.24021
S 0.09834 -0.02742 -1.61610
C 1.63878 -0.69282 -0.91157
H -2.35958 2.28498 -1.60004
H -1.67395 2.80288 -3.21694
H -2.39908 4.03424 -1.98750
H 0.09441 3.98157 -2.42693
H -0.06622 3.02151 -0.65174
H 1.74945 -1.79066 -0.87708
H 2.45718 -0.25662 -1.49568
H 1.57327 -0.30663 0.18094
O -3.24764 -2.52558 3.76422
H -3.67979 -1.67949 3.67483
H -3.23138 -2.78033 4.71415
O 3.26449 -5.08173 2.76955
H 3.53292 -4.58863 3.65241
H 3.36464 -4.42917 2.05126
```



[5]
This record from the OMol25 dataset describes a structure of composition C14H29N2O7P2Ta. The level of theory is ωB97M-V/def2-TZVPD.

## Properties
**Spin multiplicity**: 1
**F_max**: 0.0970 hartree/bohr
**Total charge**: +2

Structure (XYZ):
```
55
C14H29N2O7P2Ta | the OMol25 dataset | ωB97M-V/def2-TZVPD
Ta -0.05825 -0.00987 -0.51863
C 2.50770 -0.03865 0.51858
C 2.08597 -1.38109 0.70205
C 1.68340 -1.87896 -0.52438
C 1.90334 -0.87245 -1.51337
C 2.36489 0.27555 -0.84010
C 2.83065 1.53087 -1.53223
C 1.93199 -1.08658 -3.00153
C 1.23021 -3.29524 -0.72966
C 2.22480 -2.15080 1.97704
C 3.15105 0.79108 1.57568
H 2.01213 2.09027 -1.98062
H 3.50680 1.28093 -2.34996
H 3.37718 2.19040 -0.85957
H 1.03159 -0.76127 -3.51067
H 2.07813 -2.14248 -3.22363
H 2.76315 -0.53645 -3.44104
H 0.14520 -3.39430 -0.74228
H 1.62251 -3.94024 0.05476
H 1.58334 -3.68574 -1.68327
H 1.30142 -2.62244 2.32428
H 2.63100 -1.54643 2.78565
H 2.90965 -2.98622 1.81073
H 3.99171 0.23562 1.99851
H 2.49976 1.02636 2.41420
H 3.55128 1.72273 1.18116
O -3.40244 -1.98640 -2.04227
P -2.43756 -0.93626 -1.47363
O -2.59815 -0.19879 -0.19260
O -1.03020 -1.57955 -1.31380
O -2.30032 0.16103 -2.66328
P -1.30858 1.44635 -2.49646
O -1.42535 2.18572 -3.83854
O -1.50805 2.10237 -1.16804
O 0.09051 0.81710 -2.37314
H -4.35373 -1.80944 -2.09599
H -2.17684 2.76947 -4.01930
N -0.54696 -1.07319 1.51234
C -1.69686 -0.80733 2.46097
C -1.45242 0.41826 3.31207
C -1.32142 1.68772 2.46878
C 0.13243 2.01412 2.12265
N 0.39817 1.90337 0.65127
H -0.71073 -2.01626 1.15509
H 0.28860 -1.14789 2.08092
H -1.83593 -1.69550 3.07798
H -2.58282 -0.66726 1.85425
H -0.54479 0.27674 3.91044
H -2.26802 0.50024 4.02914
H -1.77924 2.53647 2.97262
H -1.89166 1.55801 1.54092
H 0.79404 1.31343 2.62401
H 0.41399 3.01580 2.44410
H 1.33896 2.22675 0.44152
H -0.22907 2.57651 0.20289
```



Frontier orbital gap / eV: 6.5524 9.1631 13.3566 8.4938 8.2455
Relative energy (zero: lowest compared OMol25 entry of this formula, charge and spin) / eV: 1.105 3.583 1.745 2.121 2.611